This record from the Open Molecules 2025 dataset describes the ion C4H8 with charge +1. The level of theory is the ωB97M-V functional and the def2-TZVPD basis.

- multiplicity = 2
- net charge = +1
- HOMO (alpha / beta) (eV) = -15.92 / -18.19
- energy above the lowest of the compared OMol25 structures with the same formula, charge and spin (kJ/mol) = 35.9
- strongest force on any atom (eV Å⁻¹) = 2.3
- gap between HOMO and LUMO (alpha / beta) (eV) = 10.5 / 9.9
- lowest unoccupied orbital energy (alpha / beta) (eV) = -5.451 / -8.281

Element x y z (Å)
1 C -0.399 -0.751 1.727
2 C 0.103 0.093 0.650
3 C -0.309 0.042 -0.695
4 C 0.503 0.599 -1.780
5 H -0.525 -1.797 1.460
6 H 0.192 -0.711 2.632
7 H -1.377 -0.318 2.002
8 H 0.919 0.762 0.893
9 H -1.386 -0.079 -0.800
10 H 1.194 1.371 -1.431
11 H 1.136 -0.249 -2.065
12 H -0.052 1.040 -2.593

Atom charges from the Löwdin analysis, given in e for atoms 1 to 4:
1. C -0.03
2. C 0.02
3. C 0.03
4. C -0.03

=====

This record from the Open Molecules 2025 dataset describes a cluster of 2 separate species, C3H10OS in total. The level of theory is the ωB97M-V functional and the def2-TZVPD basis.

- multiplicity = 2
- net charge = +1
- HOMO (alpha / beta) (eV) = -13.29 / -13.29
- energy above the lowest of the compared OMol25 structures with the same formula, charge and spin (kJ/mol) = 135.4
- strongest force on any atom (eV Å⁻¹) = 3.3
- gap between HOMO and LUMO (alpha / beta) (eV) = 9.6 / 4.9
- lowest unoccupied orbital energy (alpha / beta) (eV) = -3.691 / -8.396

Element x y z (Å)
1 C -2.435 -0.062 -0.541
2 C -1.637 0.280 0.719
3 S -0.851 1.977 0.550
4 C 0.501 1.797 -0.836
5 H -1.949 -0.339 -1.469
6 H -3.376 -0.653 -0.350
7 H -2.865 0.794 -0.936
8 H -2.166 0.211 1.726
9 H -0.923 -0.589 1.123
10 H 0.249 2.674 -1.469
11 H 0.233 0.866 -1.399
12 H 1.455 1.863 -0.252
13 H 5.050 -5.072 0.500
14 H 4.552 -5.065 -1.054
15 O 4.349 -4.803 -0.158

Atom charges from the Löwdin analysis, given in e for atoms 1 to 4:
1. C -0.15
2. C -0.46
3. S 1.11
4. C -0.20

=====

This record from the Open Molecules 2025 dataset describes a structure of composition C8H11BrF4NO3Pt. The level of theory is the ωB97M-V functional and the def2-TZVPD basis.

- net charge = +1
- HOMO (eV) = -12.72
- strongest force on any atom (eV Å⁻¹) = 9.8
- gap between HOMO and LUMO (eV) = 3.1
- lowest unoccupied orbital energy (eV) = -9.624

Element x y z (Å)
1 C 3.159 -0.459 0.792
2 C 2.856 -0.023 -0.735
3 C 1.292 -0.213 -1.145
4 Br 1.320 -0.599 -3.143
5 C 0.396 1.071 -0.853
6 C 0.947 1.967 0.429
7 O 1.857 2.813 0.165
8 O 0.460 1.835 1.702
9 N -1.062 0.820 -0.786
10 F -1.636 2.002 -0.372
11 C -1.433 -0.203 0.230
12 C -2.920 -0.020 0.835
13 O -3.938 -0.140 -0.190
14 C -3.168 -1.201 1.907
15 F -2.618 -2.449 1.495
16 F -2.576 -0.818 3.138
17 F -4.555 -1.440 2.146
18 H 3.928 0.236 1.291
19 H 3.511 -1.555 0.835
20 H 2.195 -0.359 1.403
21 H 3.272 0.998 -1.024
22 H 3.421 -0.789 -1.392
23 H 0.954 -1.173 -0.634
24 H 0.546 1.773 -1.763
25 H -0.642 -0.352 1.064
26 H -1.461 -1.219 -0.330
27 H -3.075 0.960 1.393
28 H -3.573 -0.597 -0.981
29 Pt 2.547 -0.868 -5.476

Atom charges from the Löwdin analysis, given in e for atoms 1 to 4:
1. C -0.08
2. C -0.27
3. C -0.52
4. Br 0.75

=====

This record from the Open Molecules 2025 dataset describes a structure of composition C30H25AlF3O17. The level of theory is the ωB97M-V functional and the def2-TZVPD basis.

- net charge = -1
- HOMO (eV) = -5.32
- strongest force on any atom (eV Å⁻¹) = 0.8
- gap between HOMO and LUMO (eV) = 4.9
- lowest unoccupied orbital energy (eV) = -0.457

Element x y z (Å)
1 O 8.105 -2.974 -5.883
2 C 7.254 -2.134 -6.156
3 C 7.464 -0.841 -6.848
4 Al 6.312 0.662 -6.034
5 C 4.782 0.953 -7.364
6 C 3.882 -0.297 -7.459
7 C 2.957 -0.451 -6.287
8 F 2.881 0.564 -5.382
9 C 2.141 -1.477 -6.075
10 F 2.091 -2.555 -6.843
11 F 1.264 -1.572 -5.085
12 H 6.205 -2.330 -5.839
13 H 8.535 -0.618 -6.885
14 H 7.115 -0.985 -7.883
15 H 7.149 2.032 -5.818
16 H 5.657 0.078 -4.669
17 H 4.189 1.833 -7.095
18 H 5.232 1.122 -8.350
19 H 3.274 -0.296 -8.373
20 H 4.531 -1.182 -7.491
21 C 1.758 1.408 -0.299
22 C 2.025 0.673 0.784
23 C 2.768 -0.641 0.695
24 O 2.989 -1.270 1.724
25 C 3.176 -1.097 -0.606
26 C 2.911 -0.366 -1.711
27 C 2.178 0.956 -1.616
28 O 1.963 1.568 -2.639
29 O 3.262 -0.750 -2.911
30 O 1.628 1.080 1.995
31 H 1.211 2.334 -0.201
32 H 3.700 -2.041 -0.663
33 H 3.002 -0.083 -3.581
34 H 1.856 0.410 2.662
35 C -3.381 3.234 1.589
36 C -2.043 3.205 1.505
37 C -1.299 3.919 0.398
38 O -0.085 3.857 0.434
39 C -2.056 4.616 -0.621
40 C -3.393 4.632 -0.538
41 C -4.134 3.949 0.586
42 O -5.352 4.029 0.571
43 O -4.183 5.237 -1.414
44 O -1.267 2.558 2.361
45 H -3.930 2.737 2.374
46 H -1.512 5.101 -1.419
47 H -5.096 5.086 -1.103
48 H -0.342 2.671 2.062
49 C -8.192 -0.995 3.681
50 C -7.554 -1.729 4.601
51 C -6.057 -1.659 4.794
52 O -5.589 -2.361 5.670
53 C -5.285 -0.780 3.937
54 C -5.925 -0.047 3.014
55 C -7.424 -0.104 2.836
56 O -7.903 0.612 1.977
57 O -5.321 0.789 2.179
58 O -8.158 -2.574 5.425
59 H -9.263 -1.038 3.538
60 H -4.213 -0.747 4.074
61 H -6.030 1.189 1.634
62 H -7.449 -2.958 5.979
63 C 0.254 -3.712 6.133
64 C -0.940 -3.231 6.505
65 C -1.485 -1.930 5.970
66 O -2.586 -1.591 6.365
67 C -0.680 -1.174 5.037
68 C 0.516 -1.652 4.662
69 C 1.059 -2.962 5.184
70 O 2.149 -3.313 4.782
71 O 1.307 -1.024 3.808
72 O -1.751 -3.837 7.363
73 H 0.651 -4.643 6.511
74 H -1.073 -0.237 4.665
75 H 2.104 -1.574 3.646
76 H -2.540 -3.263 7.432

Atom charges from the Löwdin analysis, given in e for atoms 1 to 4:
1. O -0.04
2. C -0.41
3. C -0.26
4. Al 0.30

=====

This record from the Open Molecules 2025 dataset describes a structure of composition C36H122ClO34V. The level of theory is the ωB97M-V functional and the def2-TZVPD basis.

- multiplicity = 3
- HOMO (alpha / beta) (eV) = -8.30 / -8.30
- strongest force on any atom (eV Å⁻¹) = 4.9
- gap between HOMO and LUMO (alpha / beta) (eV) = 5.4 / 6.5
- lowest unoccupied orbital energy (alpha / beta) (eV) = -2.921 / -1.819

Element x y z (Å)
1 V -1.814 3.430 3.055
2 Cl -3.054 5.169 4.283
3 C -0.710 1.317 -0.248
4 C -0.469 0.432 -1.340
5 C 0.440 -0.825 -1.008
6 O 0.796 -1.637 -1.878
7 C 0.857 -1.036 0.370
8 C 0.479 -0.244 1.364
9 C -0.287 1.018 1.008
10 O -0.660 1.904 1.881
11 O 0.870 -0.555 2.597
12 O -0.957 0.616 -2.472
13 H -1.320 2.167 -0.514
14 H 1.517 -1.869 0.559
15 C 3.219 -1.537 -7.276
16 O 2.405 -2.226 -6.327
17 H 2.811 -1.769 -8.259
18 H 3.200 -0.452 -7.169
19 H 4.272 -1.818 -7.303
20 H 2.561 -1.857 -5.455
21 C -2.117 0.629 4.831
22 O -2.693 1.832 4.381
23 H -2.907 -0.107 4.982
24 H -1.407 0.222 4.112
25 H -1.594 0.750 5.780
26 H -3.590 1.866 4.722
27 C 1.266 -6.553 3.512
28 O -0.103 -6.401 3.384
29 H 1.675 -5.752 4.127
30 H 1.502 -7.447 4.090
31 H 1.822 -6.583 2.574
32 H -0.245 -5.692 2.752
33 C 3.184 -5.117 -4.664
34 O 4.007 -6.222 -4.969
35 H 2.260 -5.224 -5.231
36 H 2.930 -5.002 -3.610
37 H 3.543 -4.115 -4.899
38 H 4.708 -6.263 -4.314
39 C -3.403 -2.211 -0.769
40 O -4.437 -2.938 -1.264
41 H -3.545 -2.024 0.295
42 H -2.427 -2.662 -0.951
43 H -3.455 -1.256 -1.292
44 H -4.270 -3.870 -1.109
45 C 2.968 4.140 0.613
46 O 2.442 4.743 1.741
47 H 2.899 4.692 -0.324
48 H 4.040 4.132 0.811
49 H 2.619 3.121 0.449
50 H 2.895 5.577 1.888
51 C -0.581 -4.510 -2.488
52 O 0.174 -4.156 -1.322
53 H -1.339 -3.733 -2.578
54 H -0.058 -4.413 -3.439
55 H -0.969 -5.528 -2.462
56 H 0.362 -3.215 -1.336
57 C 4.946 -3.171 -1.642
58 O 6.101 -3.795 -1.140
59 H 4.665 -3.777 -2.504
60 H 4.169 -3.113 -0.880
61 H 5.148 -2.230 -2.153
62 H 6.557 -3.086 -0.681
63 C -4.363 1.602 -2.927
64 O -3.192 2.237 -2.395
65 H -4.850 0.952 -2.201
66 H -4.987 2.417 -3.292
67 H -4.129 0.973 -3.787
68 H -2.536 1.543 -2.494
69 C 1.034 2.622 5.003
70 O -0.326 3.005 4.837
71 H 1.558 3.226 5.744
72 H 1.114 1.590 5.343
73 H 1.532 2.762 4.044
74 H -0.651 3.126 5.733
75 C 4.397 0.557 -0.784
76 O 4.792 1.664 0.036
77 H 3.458 0.779 -1.291
78 H 5.116 0.449 -1.596
79 H 4.225 -0.352 -0.207
80 H 4.396 1.544 0.903
81 C -1.114 4.873 0.172
82 O -2.120 4.632 1.141
83 H -0.760 5.893 0.323
84 H -0.207 4.272 0.235
85 H -1.537 4.770 -0.827
86 H -2.807 5.274 0.945
87 C -6.005 4.882 -1.508
88 O -7.300 4.722 -0.973
89 H -5.602 3.934 -1.865
90 H -6.128 5.521 -2.383
91 H -5.351 5.340 -0.766
92 H -7.765 4.121 -1.560
93 C -3.027 8.358 -2.624
94 O -2.368 7.233 -2.126
95 H -3.115 8.323 -3.710
96 H -3.975 8.514 -2.108
97 H -2.402 9.223 -2.407
98 H -2.875 6.449 -2.348
99 C 0.023 6.216 3.166
100 O -0.050 4.812 2.790
101 H 0.115 6.415 4.233
102 H 0.848 6.813 2.777
103 H -0.837 6.816 2.866
104 H 0.804 4.677 2.372
105 C -1.374 -3.754 1.606
106 O -0.349 -4.623 1.262
107 H -1.150 -2.704 1.417
108 H -2.302 -4.007 1.093
109 H -1.518 -3.951 2.668
110 H -0.003 -4.336 0.414
111 C 2.993 -3.828 2.427
112 O 2.309 -3.113 3.439
113 H 3.340 -4.784 2.819
114 H 2.264 -4.102 1.664
115 H 3.788 -3.213 2.006
116 H 1.878 -2.324 3.103
117 C -1.479 1.692 -7.731
118 O -2.680 1.786 -6.963
119 H -0.616 1.976 -7.129
120 H -1.280 0.692 -8.117
121 H -1.631 2.277 -8.638
122 H -2.681 1.210 -6.195
123 C -4.886 3.372 1.757
124 O -3.684 2.767 2.125
125 H -4.877 4.454 1.891
126 H -5.040 3.214 0.689
127 H -5.746 3.010 2.319
128 H -3.858 1.832 1.994
129 C -3.609 4.734 -4.557
130 O -3.027 4.921 -3.281
131 H -3.334 3.907 -5.211
132 H -4.664 4.629 -4.301
133 H -3.362 5.715 -4.963
134 H -2.943 4.060 -2.864
135 C -3.956 -3.155 4.195
136 O -4.935 -2.218 3.799
137 H -4.168 -3.413 5.232
138 H -4.117 -4.037 3.575
139 H -2.938 -2.765 4.162
140 H -5.756 -2.715 3.787
141 C 2.378 0.005 -4.211
142 O 2.552 -1.313 -3.797
143 H 1.433 0.172 -4.727
144 H 2.438 0.707 -3.379
145 H 3.152 0.300 -4.921
146 H 1.852 -1.553 -3.185
147 C 6.809 -2.448 1.581
148 O 6.889 -1.802 0.331
149 H 6.940 -1.673 2.337
150 H 5.814 -2.832 1.806
151 H 7.606 -3.175 1.737
152 H 7.487 -1.057 0.432
153 C 1.380 3.522 -3.046
154 O 2.666 3.803 -3.536
155 H 1.167 2.478 -2.819
156 H 1.183 4.067 -2.122
157 H 0.633 3.868 -3.760
158 H 2.767 4.752 -3.429
159 C 2.255 -6.508 -0.846
160 O 2.739 -7.670 -0.215
161 H 3.067 -5.932 -1.291
162 H 1.558 -6.726 -1.655
163 H 1.721 -5.935 -0.088
164 H 3.555 -7.369 0.191
165 C -0.149 -3.128 5.805
166 O -1.157 -4.038 6.226
167 H -0.721 -2.200 5.811
168 H 0.777 -3.007 6.367
169 H 0.137 -3.266 4.762
170 H -0.797 -4.927 6.267
171 C 2.948 -1.340 7.009
172 O 2.899 -1.938 8.276
173 H 3.289 -2.064 6.268
174 H 1.957 -1.053 6.658
175 H 3.617 -0.484 6.921
176 H 3.043 -2.873 8.113
177 C -1.311 -1.576 -5.039
178 O -1.950 -0.312 -4.895
179 H -1.964 -2.396 -5.335
180 H -0.545 -1.517 -5.812
181 H -0.774 -1.829 -4.125
182 H -1.739 0.013 -4.016
183 C 4.365 0.691 3.418
184 O 3.555 0.873 2.314
185 H 4.746 -0.330 3.381
186 H 5.162 1.426 3.306
187 H 3.698 0.791 4.273
188 H 2.771 0.320 2.355
189 C -5.407 -0.094 1.258
190 O -4.347 -0.040 2.228
191 H -5.552 -1.141 0.991
192 H -6.318 0.269 1.735
193 H -5.246 0.416 0.308
194 H -4.573 -0.671 2.914

Atom charges from the Löwdin analysis, given in e for atoms 1 to 4:
1. V 1.04
2. Cl 0.02
3. C 0.02
4. C -0.26